Molecular formula: C30H85N7O9
Method: DFT, ωB97M-V/def2-TZVPD

Geometry as XYZ:
```
131
Properties=species:S:1:pos:R:3
C -0.318 -0.183 -0.060
O 0.476 0.828 -0.522
H 0.118 -0.777 0.744
H -1.215 0.249 0.383
H -0.649 -0.841 -0.864
H 1.212 0.394 -0.959
C -0.329 2.740 2.046
O 0.816 2.028 1.828
H -0.664 2.678 3.082
H -0.168 3.786 1.786
H -1.172 2.408 1.440
H 0.760 1.639 0.951
C 0.627 5.061 -3.752
C 0.855 3.634 -3.254
C 2.303 3.178 -3.585
O 2.387 3.010 -5.035
C 3.609 2.294 -5.588
N 0.452 3.580 -1.892
H -0.319 5.439 -3.364
H 0.621 5.153 -4.838
H 1.417 5.684 -3.331
H 0.189 2.961 -3.795
H 2.678 2.368 -2.958
H 3.026 3.983 -3.452
H 3.802 2.545 -6.631
H 3.469 1.213 -5.552
H 4.485 2.590 -5.010
H -0.548 3.719 -1.894
H 0.510 2.625 -1.568
C 3.790 2.609 0.023
C 4.267 3.301 1.323
C 5.322 4.416 1.120
O 6.526 3.739 0.685
C 7.679 4.565 0.706
N 3.115 3.784 2.046
H 4.568 2.277 -0.664
H 3.189 3.266 -0.605
H 3.228 1.721 0.313
H 4.752 2.553 1.950
H 5.480 4.921 2.073
H 5.016 5.118 0.344
H 8.070 4.893 1.669
H 7.569 5.424 0.045
H 8.515 3.933 0.404
H 2.515 4.311 1.428
H 2.452 3.072 2.316
C -3.213 1.671 -1.454
C -4.730 1.935 -1.610
C -5.603 0.667 -1.254
O -5.267 -0.347 -2.189
C -6.019 -1.503 -1.829
N -4.983 3.083 -0.784
H -2.928 1.325 -0.460
H -2.623 2.556 -1.692
H -2.900 0.959 -2.217
H -5.018 2.193 -2.629
H -6.652 0.943 -1.356
H -5.455 0.289 -0.242
H -5.916 -1.774 -0.778
H -5.628 -2.294 -2.468
H -7.091 -1.321 -1.916
H -5.981 3.240 -0.784
H -4.530 3.948 -1.045
C -3.071 -2.433 1.277
C -3.952 -1.391 2.176
C -4.276 -1.926 3.615
O -5.008 -0.999 4.401
C -5.294 -1.539 5.731
N -3.090 -0.249 2.291
H -2.945 -1.935 0.316
H -3.603 -3.382 1.201
H -2.101 -2.651 1.723
H -4.834 -1.054 1.631
H -3.418 -2.209 4.224
H -4.846 -2.849 3.719
H -6.119 -0.910 6.064
H -4.477 -1.521 6.452
H -5.659 -2.564 5.671
H -3.484 0.296 3.043
H -3.280 0.280 1.452
C -1.068 -1.015 5.661
C -0.069 -0.575 4.631
C 1.381 -0.987 5.046
O 2.406 -0.442 4.258
C 2.659 0.999 4.452
N -0.330 -1.226 3.398
H -0.999 -2.095 5.789
H -2.112 -0.849 5.395
H -0.889 -0.577 6.643
H -0.059 0.513 4.571
H 1.595 -2.056 5.047
H 1.540 -0.801 6.108
H 3.356 1.361 3.696
H 2.980 1.227 5.468
H 1.713 1.540 4.402
H -1.273 -0.944 3.173
H 0.257 -0.685 2.778
C 0.457 -6.215 -0.426
C -0.659 -5.178 -0.423
C -0.777 -4.272 -1.669
O -1.852 -3.360 -1.531
C -2.369 -2.901 -2.782
N -1.845 -6.007 -0.274
H 1.404 -5.677 -0.481
H 0.491 -6.863 -1.303
H 0.349 -6.832 0.466
H -0.473 -4.443 0.360
H -0.941 -4.921 -2.530
H 0.122 -3.706 -1.909
H -2.629 -3.745 -3.422
H -1.681 -2.296 -3.373
H -3.319 -2.378 -2.675
H -2.077 -6.431 -1.161
H -2.606 -5.343 -0.250
C 1.846 -0.601 -3.496
C 2.267 -1.434 -2.282
C 3.228 -2.654 -2.553
O 2.533 -3.590 -3.378
C 3.220 -4.886 -3.413
N 2.801 -0.600 -1.272
H 1.307 -1.088 -4.309
H 2.715 -0.141 -3.968
H 1.162 0.171 -3.143
H 1.362 -1.908 -1.900
H 3.516 -3.129 -1.616
H 3.992 -2.265 -3.227
H 3.397 -5.287 -2.415
H 4.150 -4.718 -3.956
H 2.662 -5.623 -3.991
H 2.954 -1.130 -0.426
H 3.724 -0.364 -1.606
```

Properties
LUMO level   0.6 eV
Total charge   0
HOMO level   -8.519 eV
Kohn-Sham gap   9.0815 eV
Calculated total energy   -2254.20680 hartree
SMILES   COC[C@H](C)N.COC[C@H](C)N.COC[C@H](C)N.COC[C@H](C)N.COC[C@H](C)N.COC[C@H](C)N.COC[C@H](C)N.CO.CO